1.
ORCA calculation (ωB97M-V/def2-TZVPD) on a molecular structure, C26H18N7OSV.

* frontier orbital gap (alpha / beta): 6.42 / 7.08 eV

```
! RIJCOSX wB97M-V def2-TZVPD def2/J DEFGRID3
* xyz 1 4
V 0.0873 0.4136 -0.1736
C -2.3137 3.7176 0.9874
C -1.2743 2.8099 0.4325
N -1.3515 1.5159 0.4212
N -2.5393 0.8196 0.6224
C -2.4998 -0.2031 -0.2186
O -1.4909 -0.4143 -1.0202
C -3.6540 -1.1331 -0.2408
C -3.5915 -2.2605 -1.0524
C -4.6507 -3.1582 -1.0823
C -5.7761 -2.9254 -0.3024
C -5.8408 -1.7961 0.5072
C -4.7831 -0.9012 0.5403
C -0.1143 3.2520 -0.3519
C 0.2585 4.5738 -0.5455
C 1.2789 4.8711 -1.4268
C 1.9167 3.8395 -2.1055
C 1.5132 2.5474 -1.8587
N 0.5180 2.2376 -1.0079
H -3.1437 3.1287 1.3660
H -2.6873 4.4080 0.2276
H -1.9015 4.3156 1.8048
H -2.7140 -2.4173 -1.6659
H -4.6020 -4.0336 -1.7174
H -6.6060 -3.6210 -0.3282
H -6.7207 -1.6132 1.1117
H -4.8197 -0.0188 1.1660
H -0.2622 5.3570 -0.0090
H 1.5734 5.8999 -1.5932
H 2.7070 4.0353 -2.8171
H 1.9901 1.7146 -2.3578
S 5.9028 -3.7928 -0.1816
N 5.7961 -2.2050 0.0644
C 4.5067 -1.9426 0.2042
C 3.9392 -0.6223 0.4649
C 4.6966 0.5162 0.7265
C 4.0482 1.6928 1.0317
C 2.6613 1.7288 1.0042
N 1.9171 0.6597 0.7177
C 2.5551 -0.5196 0.5046
C 1.6925 -1.7184 0.4286
N 0.3680 -1.5072 0.6208
C -0.4294 -2.5674 0.7361
C 0.0423 -3.8685 0.6275
C 1.3787 -4.0819 0.3743
C 2.2338 -2.9865 0.2822
C 3.6796 -3.0867 0.1088
N 4.3488 -4.2073 -0.1070
H 5.7786 0.4518 0.7090
H 4.5991 2.5914 1.2750
H 2.1249 2.6495 1.1957
H -1.4789 -2.3703 0.9042
H -0.6489 -4.6934 0.7313
H 1.7820 -5.0821 0.2648
*
```

Atom charges from the Mulliken analysis, given in e for atoms 1 to 4: V -0.006; C -1.585; C 0.306; N 0.788

2.
ORCA calculation (ωB97M-V/def2-TZVPD) on a molecular structure, C26H19BrCoN4O9.

* frontier orbital gap (alpha / beta): 7.80 / 6.81 eV

```
! RIJCOSX wB97M-V def2-TZVPD def2/J DEFGRID3
* xyz 1 5
Co -0.3752 -0.5098 -1.5841
O -3.6152 -0.9490 0.3912
C -2.8109 -0.3187 -0.2545
O -2.0925 -0.9107 -1.2108
C -2.5534 1.1332 0.0039
C -3.3842 1.7570 0.9301
C -3.1619 3.0691 1.2824
C -2.1294 3.8119 0.7298
C -1.3378 3.2007 -0.2098
C -1.5007 1.8568 -0.5973
O -0.6579 1.3346 -1.4477
N -0.2472 3.9876 -0.8022
O -0.0686 3.8933 -1.9990
O 0.4080 4.6731 -0.0456
N -4.0256 3.7005 2.2937
O -4.8989 3.0159 2.7814
O -3.7858 4.8530 2.5819
H -4.1941 1.1995 1.3797
H -1.9551 4.8345 1.0324
Br 1.3037 -2.7113 -2.7568
C 1.4755 -1.1120 -3.7261
C 2.4108 -0.9551 -4.7259
C 2.4465 0.2735 -5.3681
C 1.5680 1.2762 -4.9895
C 0.6715 1.0314 -3.9694
N 0.6235 -0.1613 -3.3498
H 3.0791 -1.7608 -4.9881
H 3.1621 0.4425 -6.1615
H 1.5776 2.2443 -5.4674
H -0.0149 1.7824 -3.6055
C 2.8361 -2.4494 2.7401
O 1.4739 -2.2275 2.3827
C 0.8985 -3.0779 1.5140
C 1.5273 -4.1767 0.9380
C 0.8160 -5.0227 0.0989
C -0.5227 -4.7932 -0.1868
C -1.1573 -3.7018 0.3810
C -0.4485 -2.8451 1.2090
N -1.1812 -1.7987 1.8387
C -0.9054 -0.5721 2.1804
C 0.1852 0.3009 1.8742
C 0.3532 1.3971 2.7457
C 1.3380 2.3295 2.5292
C 2.1539 2.2060 1.4022
C 1.9822 1.1681 0.5081
C 0.9938 0.2084 0.7224
O 0.7768 -0.7393 -0.1918
H 3.0862 -1.6646 3.4473
H 3.4805 -2.3727 1.8623
H 2.9603 -3.4244 3.2130
H 2.5628 -4.3864 1.1591
H 1.3180 -5.8821 -0.3255
H -1.0723 -5.4629 -0.8321
H -2.2011 -3.4949 0.1774
H -2.1359 -2.0679 2.0535
H -1.6938 -0.1286 2.7817
H -0.3011 1.4867 3.6043
H 1.4647 3.1613 3.2067
H 2.9119 2.9532 1.2082
H 2.5827 1.0952 -0.3891
*
```

Atom charges from the Mulliken analysis, given in e for atoms 1 to 4: Co 0.189; O -0.658; C 0.229; O -0.679

3.
ORCA calculation (ωB97M-V/def2-TZVPD) on a molecular structure, C26H19Cl2HfIN11O2S.

* frontier orbital gap: 6.79 eV

```
! RIJCOSX wB97M-V def2-TZVPD def2/J DEFGRID3
* xyz 1 1
Hf 0.3696 -0.0348 -0.1901
N -0.7985 -2.3072 4.0073
C -0.2982 -2.1935 2.7747
N -0.7792 -1.4329 1.8438
C -1.9163 -0.6821 2.1352
N -2.5299 -0.0219 1.2097
N -1.9268 -0.0659 -0.0111
C -2.6781 0.1377 -1.0232
C -2.1264 -0.0342 -2.3585
C -2.8679 0.2587 -3.4942
C -2.3489 -0.0852 -4.7329
C -1.1428 -0.7637 -4.7802
C -0.4580 -0.9917 -3.5939
N -0.9038 -0.5929 -2.4108
C -2.4484 -0.6687 3.4855
C -3.5050 0.1580 3.8774
C -3.9620 0.1186 5.1757
C -3.3804 -0.7470 6.1035
C -2.3361 -1.5689 5.7352
C -1.8683 -1.5230 4.4264
H -0.3682 -2.9330 4.6686
H 0.5822 -2.7885 2.5650
H -3.7383 0.3415 -0.9057
H -3.8301 0.7454 -3.4030
H -2.8895 0.1467 -5.6402
H -0.7276 -1.1079 -5.7166
H 0.4793 -1.5340 -3.5987
H -3.9384 0.8210 3.1423
H -4.7760 0.7616 5.4808
H -3.7440 -0.7695 7.1216
H -1.8732 -2.2374 6.4511
S 0.3404 1.2768 2.0535
C 1.7891 1.9621 1.4135
C 2.4065 3.0923 1.9567
C 3.5561 3.5687 1.3689
C 4.0865 2.8892 0.2713
C 3.4201 1.7841 -0.2016
N 2.2818 1.3250 0.3348
H 1.9544 3.5698 2.8141
H 4.0401 4.4579 1.7506
H 4.9966 3.2206 -0.2064
H 3.8150 1.2306 -1.0451
N -3.4070 4.4705 -2.8188
C -2.3752 4.0644 -2.4948
N -1.1785 3.6334 -2.1825
C -0.6624 2.6862 -1.5895
N -0.0794 1.8017 -1.0569
I 3.4628 1.4676 -5.7434
C 2.9723 0.4503 -4.0073
C 3.5573 -0.6984 -3.5198
N 2.9173 -0.9986 -2.3790
N 1.9480 -0.1223 -2.0970
C 1.9766 0.7727 -3.0810
H 4.3645 -1.2997 -3.9028
H 3.1020 -1.7880 -1.7792
H 1.3044 1.6135 -3.0956
Cl 2.5814 -4.1087 1.7864
C 1.8750 -3.8540 0.1892
Cl 3.1101 -4.1337 -1.0644
C 1.3169 -2.4302 0.0326
O 1.8892 -1.4455 0.5668
O 0.2753 -2.2791 -0.6406
H 1.0919 -4.5844 0.0226
*
```

Atom charges from the Mulliken analysis, given in e for atoms 1 to 4: Hf 2.420; N 0.173; C -0.033; N 0.100

4.
ORCA calculation (ωB97M-V/def2-TZVPD) on a molecular structure, C26H19IrN7OS3.

* frontier orbital gap (alpha / beta): 4.17 / 4.15 eV

```
! RIJCOSX wB97M-V def2-TZVPD def2/J DEFGRID3
* xyz -2 2
Ir 0.4138 0.0652 0.0220
N 0.8538 1.4195 3.9554
C 0.4279 0.1086 4.2832
C 0.2397 -0.4707 5.5348
C -0.1959 -1.8111 5.5718
C -0.4288 -2.5282 4.3721
C -0.2295 -1.9147 3.1201
C 0.1979 -0.5991 3.1253
N 0.4348 0.1297 2.0727
C 0.8432 1.3869 2.5353
C 1.1812 2.4269 1.5469
C 1.5872 3.6764 1.6907
S 1.8361 4.4427 0.0701
C 1.3251 2.8700 -0.6567
N 1.0465 2.0123 0.0899
H 1.1050 2.1925 4.5866
H 0.4208 0.0867 6.4443
H -0.3537 -2.2967 6.5259
H -0.7630 -3.5565 4.4179
H -0.4031 -2.4489 2.1946
H 1.7464 4.1665 2.6416
H 1.2575 2.6618 -1.7084
C -4.5745 1.6261 0.0220
C -3.3608 0.7395 0.0220
S -1.5784 1.4724 0.0220
C -3.3607 -0.6111 0.0220
C -4.5670 -1.5103 0.0220
S -1.5785 -1.3421 0.0220
H -4.2522 2.6892 0.0220
H -5.1857 1.4372 0.9286
H -5.1857 1.4372 -0.8846
H -5.5179 -0.9406 0.0220
H -4.5367 -2.1540 0.9260
H -4.5367 -2.1540 -0.8820
O 2.2124 0.0652 0.0220
N 0.4138 0.0652 -1.9929
C 0.1350 0.0856 -3.1186
C -0.2048 0.1105 -4.4904
C -0.4646 -1.0979 -5.1763
N -0.6777 -2.0895 -5.7390
C -0.2849 1.3438 -5.1764
N -0.3507 2.3558 -5.7394
C 1.0655 -1.9404 0.0220
C 1.7260 -1.3286 -1.1182
C 2.9296 -0.6388 -0.9468
C 3.5936 -0.0916 -2.0494
C 3.0581 -0.2346 -3.3331
C 1.8538 -0.9235 -3.5069
C 1.1907 -1.4675 -2.4021
C 3.7440 0.3153 -4.4658
N 4.3011 0.7567 -5.3832
H 1.6499 -2.2037 0.9320
H 0.2214 -2.6519 -0.1246
H 3.3639 -0.5242 0.0441
H 4.5315 0.4393 -1.8975
H 1.4263 -1.0482 -4.5000
H 0.2592 -2.0077 -2.5571
*
```

Atom charges from the Mulliken analysis, given in e for atoms 1 to 4: Ir 0.741; N -0.044; C 0.105; C -1.047

5.
ORCA calculation (ωB97M-V/def2-TZVPD) on a molecular structure, C26H19N2O4PPdSe2.

* frontier orbital gap: 7.95 eV

```
! RIJCOSX wB97M-V def2-TZVPD def2/J DEFGRID3
* xyz 0 1
Pd 0.7995 -0.3306 -0.0169
Se -0.4333 1.0477 1.5355
P -1.3226 -0.8137 2.2191
Se -0.6773 -2.1518 0.6267
C -3.1117 -0.7218 2.4080
C -3.9519 -1.1510 1.3870
C -5.3254 -1.0095 1.5222
C -5.8549 -0.4320 2.6662
C -5.0153 0.0065 3.6828
C -3.6443 -0.1389 3.5581
C -0.6972 -1.3474 3.8274
C 0.4782 -0.8127 4.3422
C 0.9822 -1.2903 5.5432
C 0.3177 -2.2987 6.2249
C -0.8544 -2.8365 5.7088
C -1.3636 -2.3639 4.5110
H -3.5283 -1.5891 0.4920
H -5.9807 -1.3470 0.7303
H -6.9265 -0.3198 2.7675
H -5.4300 0.4603 4.5730
H -2.9891 0.1967 4.3529
H 0.9904 -0.0256 3.8037
H 1.8951 -0.8719 5.9456
H 0.7129 -2.6680 7.1623
H -1.3722 -3.6240 6.2402
H -2.2780 -2.7837 4.1096
N 1.8261 -1.4314 -1.4204
C 2.4255 -1.7635 -2.3356
C 3.1959 -2.1398 -3.4840
C 3.1191 -3.4381 -3.9842
C 3.8734 -3.7752 -5.0936
C 4.6906 -2.8238 -5.6912
C 4.7583 -1.5324 -5.1863
C 4.0108 -1.1755 -4.0762
H 2.4778 -4.1659 -3.5056
H 3.8244 -4.7790 -5.4929
H 5.2780 -3.0926 -6.5596
H 5.3941 -0.7969 -5.6602
H 4.0254 -0.1748 -3.6642
O 3.0168 1.3108 -2.4231
C 2.2337 1.6506 -1.5467
O 2.1822 1.1585 -0.3500
C 1.2494 2.7656 -1.8376
C 0.8966 3.0404 -3.1540
C -0.0194 4.0374 -3.4404
C -0.5533 4.7608 -2.3880
C -0.2040 4.5259 -1.0705
C 0.7000 3.5123 -0.8018
N -1.5311 5.8248 -2.6830
O -1.9120 6.5101 -1.7550
O -1.7647 6.0639 -3.8511
H 1.3520 2.4613 -3.9456
H -0.3220 4.2627 -4.4519
H -0.6407 5.1245 -0.2854
H 0.9980 3.2963 0.2150
*
```

Atom charges from the Mulliken analysis, given in e for atoms 1 to 4: Pd 0.480; Se -0.283; P 0.952; Se -0.373

6.
ORCA calculation (ωB97M-V/def2-TZVPD) on a molecular structure, C26H19N3O4PdS.

* frontier orbital gap (alpha / beta): 4.66 / 4.66 eV

```
! RIJCOSX wB97M-V def2-TZVPD def2/J DEFGRID3
* xyz 2 1
Pd -0.0017 -0.2611 0.3895
C -1.8438 2.6705 -0.4234
O -1.0895 1.6612 -1.1446
C -1.5806 1.1673 -2.2425
C -2.6737 1.7062 -2.9205
C -3.1056 1.1234 -4.0871
C -2.4799 -0.0303 -4.6456
C -1.4303 -0.5917 -4.0139
C -0.9397 -0.0328 -2.7766
N 0.0277 -0.5799 -2.0701
N 0.4530 -1.7439 -2.5427
C 1.3118 -2.5391 -1.9363
C 2.0198 -2.2391 -0.6070
O 1.9127 -1.1337 -0.0967
C 2.8159 -3.2785 0.0059
C 2.9719 -4.4593 -0.6002
C 2.3994 -4.7515 -1.9136
C 2.6543 -5.9587 -2.5256
C 2.1238 -6.2428 -3.7871
C 1.3073 -5.3245 -4.4278
C 1.0271 -4.1135 -3.8230
C 1.5790 -3.7976 -2.5690
H -1.8149 3.6152 -0.9620
H -1.3474 2.7729 0.5341
H -2.8679 2.3337 -0.2779
H -3.1757 2.5829 -2.5416
H -3.9512 1.5653 -4.6002
H -2.8532 -0.4471 -5.5701
H -0.9379 -1.4641 -4.4087
H 3.2808 -3.0431 0.9534
H 3.5465 -5.2402 -0.1156
H 3.2798 -6.6864 -2.0240
H 2.3537 -7.1847 -4.2672
H 0.8933 -5.5530 -5.4001
H 0.3868 -3.3937 -4.3073
S 1.9632 2.7840 2.9121
C 2.1136 3.2979 1.2872
C 1.5295 2.4373 0.4013
C 0.9446 1.3453 1.0842
C 1.1084 1.3853 2.4283
C 0.5913 0.3011 3.2163
C 0.5598 0.1823 4.5935
C -0.0088 -0.9506 5.1530
C -0.5306 -1.9443 4.3353
C -0.4618 -1.7772 2.9659
N 0.0860 -0.6847 2.4383
H 2.6404 4.2131 1.0657
H 1.5296 2.5766 -0.6695
H 0.9647 0.9704 5.2136
H -0.0524 -1.0598 6.2286
H -0.9849 -2.8360 4.7409
H -0.8538 -2.5085 2.2707
O -1.9151 -0.4827 0.5380
O -1.5400 -1.6798 0.0876
*
```

Atom charges from the Mulliken analysis, given in e for atoms 1 to 4: Pd -0.250; C -1.024; O -0.075; C 0.806

7.
ORCA calculation (ωB97M-V/def2-TZVPD) on a molecular structure, C26H20BrClN2O2PS4Sr.

* frontier orbital gap (alpha / beta): 5.09 / 5.21 eV

```
! RIJCOSX wB97M-V def2-TZVPD def2/J DEFGRID3
* xyz -2 2
Sr 0.5534 -0.2886 2.7044
S -0.6409 3.1274 5.9615
C 0.2034 1.9072 5.1588
S 1.3975 2.2662 3.9381
S -0.1237 0.2311 5.5109
Br -4.1220 2.7255 3.7187
C -3.6979 0.9484 4.2786
C -3.7947 0.6445 5.6234
C -3.5257 -0.6664 5.9757
C -3.1697 -1.5797 4.9992
C -3.0443 -1.1411 3.6893
N -3.3245 0.1183 3.3338
C -2.5120 -2.0583 2.5954
O -3.2954 -2.8566 2.0748
O -1.2841 -1.8917 2.3349
H -4.0215 1.4107 6.3479
H -3.5601 -0.9627 7.0166
H -2.9334 -2.6065 5.2426
Cl 1.9231 2.0819 0.3798
C 2.6377 2.0686 -1.2033
C 3.2996 3.2199 -1.6029
C 3.8985 3.2736 -2.8517
C 3.8330 2.1733 -3.6931
C 3.1668 1.0295 -3.2800
C 2.5496 0.9490 -2.0325
P 1.8005 -0.6270 -1.4346
C 1.7710 -1.6891 -2.9363
C 2.6784 -2.7398 -3.0308
C 2.6797 -3.5686 -4.1433
C 1.7801 -3.3521 -5.1794
C 0.8705 -2.3072 -5.0919
C 0.8639 -1.4836 -3.9739
C 0.0041 -0.1743 -1.3451
C -0.5703 0.9756 -1.8901
C -1.9343 1.2009 -1.7673
C -2.7357 0.2846 -1.0935
C -2.1740 -0.8536 -0.5349
C -0.8081 -1.0759 -0.6617
H 3.3420 4.0611 -0.9239
H 4.4182 4.1722 -3.1607
H 4.3030 2.2023 -4.6686
H 3.1273 0.1701 -3.9372
H 3.3647 -2.8773 -2.2022
H 3.3847 -4.3896 -4.2026
H 1.7823 -4.0000 -6.0484
H 0.1572 -2.1381 -5.8899
H 0.1391 -0.6814 -3.9053
H 0.0521 1.6975 -2.4079
H -2.3729 2.1001 -2.1849
H -3.7958 0.4757 -0.9784
H -2.7761 -1.5603 0.0233
H -0.3699 -1.9545 -0.1985
N -1.1094 1.5350 1.6733
H -2.0558 1.2424 1.9053
H -1.0792 1.8214 0.7025
H -0.8646 2.3282 2.2634
S 2.9364 -1.5636 1.3314
C 2.7778 -1.3547 -0.3286
*
```

Atom charges from the Mulliken analysis, given in e for atoms 1 to 4: Sr 1.089; S -0.453; C -0.019; S -0.451

8.
ORCA calculation (ωB97M-V/def2-TZVPD) on a molecular structure, C26H20BrN4O5W.

* frontier orbital gap: 5.81 eV

```
! RIJCOSX wB97M-V def2-TZVPD def2/J DEFGRID3
* xyz 3 1
W -0.4039 0.2971 -0.0140
O 3.9026 0.5235 0.2840
C 3.9623 -0.4502 -0.6178
C 5.2153 -0.7398 -1.1353
C 5.3480 -1.7074 -2.1058
C 4.2400 -2.4224 -2.6188
C 3.0043 -2.1600 -2.1316
C 2.8269 -1.1866 -1.0874
C 1.5711 -1.0509 -0.5470
O 1.3145 -0.3604 0.5806
N 0.3957 -1.5154 -1.1403
N -0.5709 -1.6508 -0.1576
C -1.5492 -2.5202 -0.0974
C -2.5983 -2.2703 0.7992
C -3.5432 -3.2781 1.0961
C -4.5234 -3.0440 2.0271
C -4.5884 -1.7994 2.6676
C -3.6935 -0.7760 2.3746
C -2.7071 -1.0100 1.4481
O -1.8739 0.0154 1.1124
H 2.9965 0.6730 0.5993
H 6.0673 -0.1846 -0.7674
H 6.3366 -1.9251 -2.4918
H 4.3832 -3.1712 -3.3851
H 2.1397 -2.6956 -2.4988
H -1.5008 -3.4165 -0.7107
H -3.4587 -4.2436 0.6109
H -5.2382 -3.8177 2.2697
H -5.3623 -1.6198 3.4041
H -3.7681 0.1917 2.8529
O 1.4460 0.9690 -3.2202
C 0.4903 1.0433 -2.5391
O 0.4881 1.4642 -1.2097
C -0.9070 0.6532 -2.8913
C -1.4135 0.6656 -4.1601
C -2.7601 0.3444 -4.3248
C -3.5281 0.0229 -3.2141
C -2.9427 0.0051 -1.9647
N -1.6481 0.3153 -1.8103
H -0.7736 0.9372 -4.9899
H -3.2051 0.3552 -5.3118
H -4.5800 -0.2081 -3.3081
H -3.5046 -0.2443 -1.0757
C 2.5779 2.5782 4.2645
C 1.5048 2.7488 3.2236
C 0.8876 3.9765 2.9837
C -0.1119 4.1035 2.0264
C -0.4411 2.9785 1.3251
Br -1.8268 2.9324 0.0433
N 0.1462 1.7953 1.5033
C 1.0999 1.6788 2.4499
H 2.4956 3.3382 5.0387
H 3.5651 2.6784 3.8084
H 2.5269 1.5975 4.7357
H 1.1797 4.8461 3.5610
H -0.6197 5.0412 1.8450
H 1.5302 0.6987 2.5917
*
```

Atom charges from the Mulliken analysis, given in e for atoms 1 to 4: W 1.722; O -0.597; C 0.964; C -0.776

In order of appearance, energy relative to the best compared isomer or geometry (same formula, charge and spin) = 6.3, 0.0, 23.1, 407.4, 1.0, 8.0, 1.8, 17.7 kcal per mole.
In order of appearance, E = -76252.091, -159316.310, -93043.590, -75077.788, -181901.566, -54222.475, -170396.426, -115326.911 eV.